1.
Formula: C15H30CaF12O15P2
Source: the Open Molecules 2025 dataset
Level of theory: ωB97M-V/def2-TZVPD

The spin multiplicity is 1. The HOMO-LUMO gap is 10.4 eV. The calculation puts the energy above the lowest of the compared OMol25 structures with the same formula, charge and spin at 2.2452 eV. Its total energy is -4277.40301 Eh. As for the LUMO energy: -0.4 eV.

Positions of all 75 atoms, in Å:
Ca: -0.397 0.708 0.641
P: 1.675 0.495 4.109
F: 1.195 0.615 2.570
F: 3.181 0.660 3.543
F: 1.629 2.131 4.111
F: 2.410 0.605 5.557
F: 0.173 0.447 4.654
F: 1.798 -1.175 4.122
P: -3.132 2.216 1.915
F: -3.422 2.580 3.476
F: -2.434 3.677 1.759
F: -1.578 1.744 2.377
F: -2.613 1.587 0.430
F: -3.691 0.648 2.169
F: -4.585 2.836 1.460
C: 4.130 -0.304 0.743
O: 3.711 -0.846 -0.460
C: 2.428 -0.647 -0.893
O: 1.650 0.093 -0.286
O: 2.208 -1.316 -1.984
C: 3.061 -2.137 -2.716
H: 4.941 -0.948 1.083
H: 3.356 -0.149 1.494
H: 4.629 0.652 0.581
H: 4.022 -1.692 -2.972
H: 2.633 -2.228 -3.714
H: 3.031 -3.072 -2.156
C: -4.486 -2.541 -1.531
O: -3.431 -1.893 -0.822
C: -2.134 -1.819 -1.343
O: -1.351 -0.963 -0.892
O: -1.927 -2.616 -2.497
C: -0.683 -2.788 -3.095
H: -4.397 -2.479 -2.615
H: -5.430 -2.029 -1.348
H: -4.507 -3.604 -1.291
H: -0.040 -3.483 -2.555
H: -0.182 -1.825 -3.194
H: -0.837 -3.056 -4.140
C: -2.755 1.540 -3.576
O: -1.361 1.279 -3.762
C: -0.496 1.364 -2.755
O: -0.814 1.449 -1.544
O: 0.702 1.318 -3.204
C: 1.157 0.704 -4.354
H: -3.078 1.030 -2.669
H: -3.301 1.256 -4.476
H: -3.004 2.572 -3.329
H: 0.800 1.211 -5.251
H: 0.788 -0.319 -4.289
H: 2.245 0.775 -4.347
C: 0.620 -4.064 1.406
O: -0.464 -3.642 2.274
C: -0.814 -2.339 2.332
O: -0.290 -1.401 1.689
O: -1.715 -2.182 3.373
C: -2.039 -3.099 4.406
H: 1.403 -3.313 1.304
H: 0.332 -4.287 0.379
H: 0.951 -5.063 1.691
H: -2.999 -2.882 4.875
H: -1.281 -2.917 5.167
H: -2.159 -4.138 4.100
C: 0.048 5.213 1.831
O: 1.249 4.873 1.200
C: 1.379 3.765 0.498
O: 0.608 2.810 0.496
O: 2.484 3.932 -0.314
C: 2.873 2.816 -1.159
H: 0.056 4.720 2.803
H: -0.749 5.122 1.094
H: 0.129 6.263 2.113
H: 3.353 3.245 -2.038
H: 2.046 2.247 -1.584
H: 3.491 2.064 -0.669

2.
Formula: C15H30F10Li3N5O35S10
Source: the Open Molecules 2025 dataset
Level of theory: ωB97M-V/def2-TZVPD

The spin multiplicity is 1. As for the net charge: -2. The HOMO-LUMO gap is 8.3 eV. The calculation puts the energy above the lowest of the compared OMol25 structures with the same formula, charge and spin at 0.0000 eV. Its total energy is -8500.14526 Eh. As for the LUMO energy: 3.0 eV.

Positions of all 108 atoms, in Å:
Li: 0.642 1.505 -2.545
Li: 2.830 0.485 -1.879
Li: -2.351 2.790 1.075
N: 4.060 -5.853 1.967
S: 4.414 -4.333 1.265
O: 4.588 -4.390 -0.172
O: 5.091 -3.327 2.017
F: 2.918 -3.759 1.397
S: 5.494 -6.072 2.512
O: 5.834 -5.351 3.717
O: 6.579 -6.184 1.536
F: 5.367 -7.589 3.078
N: -2.344 4.085 -0.350
S: -0.960 4.229 -1.334
O: -0.900 5.296 -2.259
O: -0.319 2.974 -1.715
F: -0.005 4.773 -0.173
S: -3.369 4.008 -1.481
O: -3.217 2.917 -2.420
O: -3.873 5.263 -1.990
F: -4.578 3.526 -0.545
N: 1.178 0.678 -0.863
S: 1.027 1.544 0.636
O: 1.703 1.073 1.803
O: -0.235 2.189 0.851
F: 2.013 2.723 0.220
S: 0.501 -0.629 -0.271
O: -0.905 -0.556 0.034
O: 1.341 -1.471 0.526
F: 0.515 -1.407 -1.711
N: -2.226 3.913 2.665
S: -1.067 3.763 3.729
O: -0.649 2.384 3.889
O: -0.949 4.698 4.811
F: 0.065 4.295 2.723
S: -3.579 3.890 3.668
O: -4.093 5.157 4.117
O: -3.704 2.715 4.480
F: -4.571 3.650 2.418
N: 2.542 1.639 -3.376
S: 2.963 1.521 -4.933
O: 4.348 1.271 -5.168
O: 2.233 2.261 -5.931
F: 2.281 0.074 -5.181
S: 3.101 3.341 -3.425
O: 2.127 4.237 -3.972
O: 4.490 3.602 -3.711
F: 3.081 3.490 -1.843
C: 2.856 2.950 4.754
O: 3.120 4.119 5.540
C: 2.877 4.130 6.857
O: 2.306 3.252 7.442
O: 3.314 5.270 7.344
C: 2.906 5.627 8.650
H: 3.148 2.853 3.711
H: 1.785 2.785 4.818
H: 3.387 2.139 5.257
H: 2.266 4.935 9.198
H: 2.582 6.662 8.639
H: 3.798 5.486 9.278
C: -0.919 1.374 -6.175
O: -1.653 0.300 -5.566
C: -1.744 0.383 -4.243
O: -0.915 0.852 -3.509
O: -2.855 -0.193 -3.829
C: -3.164 -0.116 -2.429
H: -1.512 2.288 -6.092
H: -0.813 1.222 -7.245
H: 0.035 1.470 -5.671
H: -3.949 0.612 -2.244
H: -2.251 0.130 -1.894
H: -3.511 -1.086 -2.080
C: -5.746 -6.908 0.600
O: -5.002 -5.719 0.724
C: -4.090 -5.330 -0.144
O: -3.779 -5.884 -1.161
O: -3.587 -4.181 0.351
C: -2.500 -3.589 -0.289
H: -6.822 -6.745 0.608
H: -5.644 -7.549 1.482
H: -5.334 -7.506 -0.211
H: -2.742 -3.169 -1.272
H: -1.677 -4.272 -0.525
H: -2.038 -2.783 0.277
C: 5.649 -3.880 -3.563
O: 5.016 -2.781 -2.903
C: 3.754 -2.453 -3.187
O: 3.218 -1.409 -2.868
O: 3.252 -3.248 -4.105
C: 1.846 -3.134 -4.422
H: 6.699 -3.732 -3.326
H: 5.494 -3.802 -4.638
H: 5.299 -4.826 -3.155
H: 1.790 -3.233 -5.507
H: 1.402 -2.185 -4.151
H: 1.348 -4.031 -4.062
C: -5.278 -1.606 0.113
O: -4.671 -0.337 0.183
C: -3.778 0.033 1.095
O: -3.374 1.160 1.136
O: -3.499 -0.953 1.925
C: -2.496 -0.664 2.922
H: -5.077 -2.308 0.915
H: -5.026 -2.070 -0.847
H: -6.348 -1.444 -0.045
H: -1.510 -1.062 2.685
H: -2.770 -1.271 3.787
H: -2.505 0.389 3.185

3.
Formula: C15H30F5N8OSTeV
Source: the Open Molecules 2025 dataset
Level of theory: ωB97M-V/def2-TZVPD

The spin multiplicity is 1. As for the net charge: +2. The HOMO-LUMO gap (alpha / beta) is 7.1 / 7.1 eV. The calculation puts the energy above the lowest of the compared OMol25 structures with the same formula, charge and spin at 0.0000 eV. Its total energy is -3212.02283 Eh. As for the LUMO energy (alpha / beta): -7.2 / -7.2 eV.

Positions of all 62 atoms, in Å:
V: 0.464 0.580 -0.245
C: 3.399 1.595 -1.956
N: 3.421 0.144 -2.126
C: 4.259 -0.512 -3.143
C: 4.173 -2.000 -2.753
N: 3.224 -1.993 -1.628
C: 2.698 -3.226 -1.061
C: 2.876 -0.755 -1.336
N: 2.051 -0.421 -0.306
C: 2.421 -0.880 1.070
C: 1.597 -0.069 2.066
N: 0.193 -0.230 1.651
C: -0.743 -0.236 2.635
N: -0.834 0.634 3.643
C: -0.157 1.908 3.792
C: -1.954 0.302 4.526
C: -2.655 -0.837 3.779
N: -1.694 -1.164 2.726
C: -1.865 -2.336 1.903
H: 4.200 2.007 -2.563
H: 3.578 1.860 -0.915
H: 2.452 2.029 -2.281
H: 5.274 -0.122 -3.082
H: 3.867 -0.307 -4.139
H: 5.131 -2.406 -2.429
H: 3.784 -2.623 -3.556
H: 2.973 -4.038 -1.727
H: 1.614 -3.193 -0.988
H: 3.131 -3.433 -0.081
H: 3.488 -0.710 1.218
H: 2.192 -1.942 1.205
H: 1.934 0.970 2.056
H: 1.755 -0.448 3.078
H: -0.905 2.700 3.868
H: 0.462 2.113 2.929
H: 0.451 1.919 4.697
H: -2.596 1.174 4.642
H: -1.587 0.005 5.509
H: -3.603 -0.526 3.339
H: -2.824 -1.708 4.410
H: -2.683 -2.205 1.193
H: -2.091 -3.189 2.543
H: -0.943 -2.536 1.362
S: -1.248 -0.845 -0.951
C: -2.260 -0.022 -2.114
N: -2.050 1.102 -2.769
C: -3.256 1.536 -3.499
C: -4.165 0.297 -3.394
N: -3.456 -0.513 -2.389
H: -1.224 1.667 -2.647
H: -3.008 1.782 -4.528
H: -3.681 2.413 -3.010
H: -4.230 -0.251 -4.333
H: -5.166 0.541 -3.050
H: -3.813 -1.362 -1.983
F: -3.079 1.492 1.725
Te: -2.221 2.507 0.308
F: 0.617 2.148 0.695
F: -3.915 2.517 -0.460
F: -1.831 3.833 -1.011
F: -2.357 3.906 1.491
O: 0.409 1.357 -1.605

4.
Formula: C15H30F8Na4O17P2
Source: the Open Molecules 2025 dataset
Level of theory: ωB97M-V/def2-TZVPD

The spin multiplicity is 1. As for the net charge: +2. The HOMO-LUMO gap is 9.0 eV. Its total energy is -3999.56818 Eh. As for the LUMO energy: -6.2 eV.

Positions of all 76 atoms, in Å:
Na: -1.415 0.241 3.141
Na: -2.826 -3.384 -2.066
Na: -4.018 1.275 -3.137
Na: 1.183 0.651 -2.718
P: -5.648 -1.921 -1.100
F: -4.205 -1.461 -0.533
F: -4.833 -2.288 -2.437
F: -5.356 -3.448 -0.519
F: -7.070 -2.549 -1.625
F: -6.403 -1.388 0.225
F: -6.001 -0.499 -1.860
O: -1.772 -0.265 0.930
P: -1.521 -0.262 -0.537
O: -2.243 0.554 -1.590
F: -1.545 -1.802 -1.022
F: 0.096 -0.059 -0.700
C: 1.184 -2.237 1.639
O: 0.422 -3.217 2.342
C: -0.163 -2.910 3.489
O: -0.206 -1.769 3.887
O: -0.964 -3.966 3.910
C: -1.797 -3.799 5.016
H: 2.152 -2.023 2.093
H: 0.751 -1.246 1.508
H: 1.359 -2.681 0.659
H: -2.271 -2.841 4.799
H: -1.269 -3.862 5.967
H: -2.645 -4.483 5.003
C: 3.329 4.490 -1.240
O: 1.956 4.860 -1.005
C: 1.037 3.843 -0.872
O: 1.168 2.654 -1.053
O: -0.094 4.443 -0.486
C: -1.251 3.645 -0.370
H: 3.482 4.119 -2.254
H: 3.724 3.812 -0.483
H: 3.874 5.390 -0.956
H: -1.607 3.266 -1.329
H: -2.123 4.292 -0.278
H: -1.123 2.958 0.466
C: 3.111 0.737 0.492
O: 4.248 0.061 -0.022
C: 5.073 0.742 -0.877
O: 4.951 1.911 -1.277
O: 6.036 -0.141 -1.186
C: 6.988 0.178 -2.222
H: 3.312 1.773 0.767
H: 2.863 0.243 1.431
H: 2.226 0.842 -0.135
H: 6.431 0.006 -3.143
H: 7.861 -0.473 -2.261
H: 7.307 1.220 -2.239
C: -5.340 1.334 0.935
O: -5.371 2.045 2.167
C: -4.199 2.252 2.756
O: -3.117 1.923 2.323
O: -4.465 2.980 3.794
C: -3.400 3.436 4.685
H: -6.407 1.266 0.725
H: -4.858 0.357 0.960
H: -4.877 1.915 0.137
H: -3.815 4.110 5.435
H: -2.625 3.932 4.100
H: -2.929 2.531 5.066
C: 4.912 -2.299 -4.361
O: 3.937 -3.053 -3.752
C: 3.050 -2.436 -2.906
O: 2.943 -1.210 -2.671
O: 2.301 -3.412 -2.401
C: 1.033 -3.145 -1.958
H: 5.587 -1.968 -3.572
H: 4.570 -1.514 -5.035
H: 5.417 -3.017 -5.007
H: 0.848 -2.128 -1.613
H: 0.724 -3.919 -1.256
H: 0.327 -3.210 -2.786

5.
Formula: C15H30MoN6O3S
Source: the Open Molecules 2025 dataset
Level of theory: ωB97M-V/def2-TZVPD

The spin multiplicity is 3. As for the net charge: +4. The HOMO-LUMO gap (alpha / beta) is 3.2 / 3.3 eV. The calculation puts the energy above the lowest of the compared OMol25 structures with the same formula, charge and spin at 0.5952 eV. Its total energy is -1608.86767 Eh. The expectation value of S² is 2.041. As for the LUMO energy (alpha / beta): -12.6 / -12.4 eV.

Positions of all 56 atoms, in Å:
Mo: -3.044 4.222 1.893
C: -4.477 7.057 1.476
O: -3.218 6.354 1.752
C: -2.363 7.053 2.708
C: -0.994 6.423 2.615
O: -1.235 4.985 2.665
C: -0.106 4.066 2.710
C: -0.710 2.716 3.008
O: -1.859 2.531 2.100
C: -2.213 1.107 1.925
H: -4.233 8.034 1.064
H: -5.015 6.462 0.744
H: -5.049 7.149 2.398
H: -2.320 8.108 2.438
H: -2.793 6.948 3.706
H: -0.482 6.654 1.680
H: -0.372 6.715 3.461
H: 0.405 4.097 1.747
H: 0.575 4.365 3.506
H: 0.008 1.921 2.813
H: -1.083 2.645 4.030
H: -1.353 0.604 1.490
H: -2.465 0.694 2.899
H: -3.063 1.067 1.254
N: -6.431 2.547 4.142
C: -5.620 2.987 3.202
S: -4.493 4.316 3.656
N: -5.651 2.535 1.982
N: -4.742 3.148 1.174
C: -4.867 2.986 -0.100
C: -3.901 3.669 -0.942
C: -3.940 3.649 -2.320
C: -2.999 4.396 -3.028
C: -2.062 5.141 -2.329
C: -2.082 5.120 -0.945
N: -2.971 4.390 -0.257
H: -6.432 2.923 5.078
H: -7.131 1.851 3.910
H: -5.682 2.390 -0.498
H: -4.700 3.072 -2.832
H: -3.008 4.399 -4.110
H: -1.321 5.738 -2.843
H: -1.371 5.699 -0.371
N: 12.570 -13.875 -7.234
C: 11.991 -13.924 -5.847
C: 10.715 -13.075 -5.842
N: 10.944 -11.745 -6.322
H: 13.536 -14.199 -7.278
H: 12.517 -12.885 -7.521
H: 12.019 -14.426 -7.894
H: 12.746 -13.499 -5.188
H: 11.818 -14.962 -5.576
H: 10.326 -13.092 -4.821
H: 9.953 -13.548 -6.463
H: 10.534 -11.424 -7.177
H: 11.438 -11.068 -5.772

6.
Formula: C15H30N2O3P2W
Source: the Open Molecules 2025 dataset
Level of theory: ωB97M-V/def2-TZVPD

The spin multiplicity is 3. The HOMO-LUMO gap (alpha / beta) is 5.7 / 7.1 eV. The calculation puts the energy above the lowest of the compared OMol25 structures with the same formula, charge and spin at 0.0000 eV. Its total energy is -1674.42869 Eh. The expectation value of S² is 2.021. As for the LUMO energy (alpha / beta): 0.1 / -0.1 eV.

Positions of all 53 atoms, in Å:
W: -0.057 -0.117 0.192
P: 2.322 -0.353 -0.839
P: -2.332 0.571 1.354
N: -0.749 0.106 -1.479
H: 0.556 -1.772 0.225
C: 2.986 -2.059 -0.983
H: 3.969 -2.051 -1.480
H: 2.269 -2.652 -1.566
H: 3.071 -2.508 0.014
C: 3.712 0.572 -0.093
H: 4.663 0.328 -0.589
H: 3.783 0.342 0.976
H: 3.508 1.646 -0.193
C: 2.358 0.227 -2.572
H: 3.368 0.099 -2.995
H: 2.079 1.289 -2.608
H: 1.637 -0.352 -3.163
C: -3.373 -0.790 1.965
H: -4.390 -0.462 2.238
H: -2.899 -1.305 2.813
H: -3.514 -1.497 1.136
C: -2.059 1.723 2.730
H: -2.998 1.979 3.244
H: -1.641 2.647 2.317
H: -1.360 1.287 3.455
C: -3.345 1.417 0.111
H: -4.310 1.681 0.561
H: -3.490 0.740 -0.737
H: -2.809 2.314 -0.216
C: -1.207 0.269 -2.725
C: -2.126 -0.682 -4.774
C: -1.605 -0.865 -3.503
C: -1.316 1.580 -3.293
C: -1.842 1.740 -4.566
C: -2.249 0.616 -5.311
H: -2.444 -1.552 -5.360
H: -1.504 -1.857 -3.054
H: -0.991 2.434 -2.688
H: -1.939 2.749 -4.990
H: -2.662 0.748 -6.318
C: 1.912 -0.151 2.849
O: 1.558 0.589 1.903
C: 2.340 -1.558 2.662
H: 2.424 -2.056 3.634
H: 3.311 -1.623 2.159
H: 1.597 -2.110 2.065
C: 1.932 0.419 4.233
H: 1.316 -0.220 4.886
H: 1.532 1.438 4.227
H: 2.970 0.430 4.594
O: -0.977 -1.104 4.216
N: -0.333 -1.440 3.191
O: -0.653 -0.842 2.144

7.
Formula: C15H30N2O3P2Zr
Source: the Open Molecules 2025 dataset
Level of theory: ωB97M-V/def2-TZVPD

The spin multiplicity is 1. The HOMO-LUMO gap (alpha / beta) is 3.8 / 3.8 eV. Its total energy is -1654.35482 Eh. As for the LUMO energy (alpha / beta): 0.1 / 0.1 eV.

Positions of all 53 atoms, in Å:
Zr: -0.528 -0.407 0.875
P: 2.887 -0.615 -0.986
P: -2.841 0.816 1.481
N: -0.829 -0.149 -1.035
H: 1.956 -0.723 0.101
C: 3.565 -2.256 -1.249
H: 4.561 -2.205 -1.716
H: 2.878 -2.817 -1.908
H: 3.634 -2.764 -0.273
C: 4.172 0.499 -0.388
H: 5.119 0.312 -0.912
H: 4.324 0.366 0.692
H: 3.877 1.544 -0.563
C: 2.351 0.007 -2.594
H: 3.214 0.015 -3.283
H: 1.952 1.028 -2.517
H: 1.565 -0.627 -3.028
C: -4.095 -0.406 1.995
H: -5.042 0.094 2.215
H: -3.726 -0.954 2.869
H: -4.230 -1.119 1.176
C: -2.719 1.978 2.881
H: -3.708 2.173 3.326
H: -2.268 2.924 2.541
H: -2.060 1.518 3.635
C: -3.671 1.754 0.152
H: -4.706 1.997 0.436
H: -3.674 1.149 -0.767
H: -3.109 2.678 -0.044
C: -1.179 0.102 -2.289
C: -1.962 -0.749 -4.452
C: -1.517 -0.978 -3.161
C: -1.239 1.441 -2.833
C: -1.685 1.650 -4.131
C: -2.056 0.566 -4.939
H: -2.244 -1.608 -5.070
H: -1.431 -1.978 -2.730
H: -0.929 2.235 -2.153
H: -1.744 2.682 -4.490
H: -2.407 0.752 -5.959
C: 1.978 -0.074 2.736
O: 1.088 0.339 1.903
C: 2.625 -1.396 2.621
H: 3.003 -1.692 3.612
H: 3.520 -1.366 1.970
H: 1.941 -2.193 2.264
C: 2.216 0.696 3.969
H: 1.527 0.342 4.760
H: 2.068 1.769 3.824
H: 3.239 0.492 4.306
O: -1.660 -2.548 3.345
N: -1.316 -1.845 2.425
O: -0.686 -2.448 1.360